Run P
ORCA calculation (ωB97M-V/def2-TZVPD) on an isolated molecule of C3H4N2O3.

Geometry as XYZ:
```
12
Properties=species:S:1:pos:R:3:mulliken_charge:R:1
C 3.1392 0.1040 0.0069 -0.1598
C -0.2937 0.1063 0.1094 0.4862
C -2.5983 -0.3150 -0.0056 -0.0408
H 3.3576 -1.0366 0.4596 0.2528
H 3.8414 0.8329 -0.6249 0.2704
H -3.1512 -0.9677 -0.7962 0.2156
H -2.9051 -0.5490 1.0089 0.2435
N 2.0099 0.6630 -0.1869 -0.3958
N -0.9174 1.3024 0.1246 -0.2707
O 1.0321 -0.2831 0.1754 -0.0574
O -2.3261 1.0942 -0.0809 -0.1996
O -1.1884 -0.9514 -0.1903 -0.3445
```

Calculated values
HOMO energy: -9.00 eV
SMILES: C=NOC1=NOCO1

=====

Run Q
ORCA calculation (ωB97M-V/def2-TZVPD) on an isolated molecule of C3H4N2O3.

Geometry as XYZ:
```
12
Properties=species:S:1:pos:R:3:mulliken_charge:R:1
C 0.8510 -0.6121 0.0499 0.3148
C -1.4357 -0.1574 -0.1148 0.6789
C 0.5647 0.7373 -0.0297 0.1347
H 2.6471 -1.2640 -0.6139 0.2389
H 2.0360 -1.8536 1.1200 0.2871
H 2.2451 1.5940 -0.5994 0.2326
H 1.5536 2.1789 0.8475 0.2114
N 1.9386 -1.3866 0.1098 -0.4419
N 1.4049 1.7090 0.0051 -0.4202
O -0.5244 -1.2242 -0.2622 -0.3392
O -2.6845 -0.1099 0.2318 -0.5904
O -0.7619 0.9942 -0.0934 -0.3067
```

Calculated values
HOMO energy: -8.66 eV
SMILES: Nc1oc(=O)oc1N

=====

Which structure wins on stability? run Q wins.

=====

Run P
ORCA calculation (ωB97M-V/def2-TZVPD) on an isolated molecule of C3H4N2O3.

Geometry as XYZ:
```
12
Properties=species:S:1:pos:R:3:mulliken_charge:R:1
C -0.9778 -0.3526 0.0431 0.3684
C -0.4200 -1.5738 -0.0831 -0.3548
C 1.3716 -0.1903 -0.0437 0.4460
H -2.8134 -0.5556 -0.3422 0.3536
H -1.0345 -2.5825 0.0244 0.2814
H 2.3744 1.2703 -0.2847 0.2638
H 0.0005 2.3712 0.9109 0.3786
N 2.5833 0.1763 -0.1617 -0.6827
N 0.1639 0.6195 0.0554 0.1358
O -2.1733 0.2256 -0.1189 -0.4698
O 0.9538 -1.4727 0.0884 -0.3392
O -0.0285 2.0646 -0.0878 -0.3811
```

Calculated values
HOMO energy: -8.20 eV
SMILES: [H]/N=c1/occ(O)n1O

=====

Run Q
ORCA calculation (ωB97M-V/def2-TZVPD) on a cluster of 2 separate species, C3H4N2O3 in total.

Geometry as XYZ:
```
12
Properties=species:S:1:pos:R:3:mulliken_charge:R:1
C -2.0272 -0.6593 0.0114 -0.8302
C -0.8934 0.4235 -0.0185 0.5509
C 1.3168 0.7101 0.2973 0.7229
H -2.2644 -0.7461 1.2801 0.2545
H -2.8426 0.0015 -0.5221 0.3079
H -1.6964 -1.9831 -0.5020 0.3022
H 2.3885 -1.0284 -0.5743 0.3384
N -0.6890 1.6539 -0.4040 -0.3651
N 2.5517 0.6652 -0.0649 -0.4195
O 0.6806 1.8019 0.2919 -0.2239
O 3.2090 -0.5736 -0.0872 -0.3229
O 0.2664 -0.2655 0.2923 -0.3151
```

Calculated values
HOMO energy: -9.51 eV

=====

Which structure wins on stability? run P wins.

=====

Run P
ORCA calculation (ωB97M-V/def2-TZVPD) on a structure of composition C7H10O2.

Geometry as XYZ:
```
19
Properties=species:S:1:pos:R:3:mulliken_charge:R:1
C -0.1114 -0.8993 0.5549 1.0077
C -0.7479 -0.1401 -1.1065 -0.1006
C 0.2516 0.2617 1.3986 -0.5677
C -0.3092 -2.2436 1.1733 -1.3001
C -0.4473 0.8508 -2.1774 -1.1262
C 1.0390 1.4313 0.8489 0.2607
C -0.2332 1.6422 1.0186 -0.6604
O 0.2922 -0.9688 -0.7624 -0.4023
O 2.0755 1.7429 0.0493 -0.4520
H 2.8441 1.2242 0.3162 0.3281
H -1.7345 -0.5854 -1.0963 0.4050
H 0.3673 -0.0021 2.4496 0.3680
H -1.1533 2.1489 0.8108 0.4080
H 0.0097 -2.2850 2.2111 0.3833
H -1.3556 -2.5496 1.1298 0.2589
H 0.2642 -3.0159 0.6416 0.3323
H 0.2238 0.4236 -2.9417 0.2663
H -1.3443 1.2119 -2.6790 0.3464
H 0.0693 1.7523 -1.8393 0.2447
```

Calculated values
HOMO energy: -7.28 eV

=====

Run Q
ORCA calculation (ωB97M-V/def2-TZVPD) on a structure of composition C7H10O2.

Geometry as XYZ:
```
19
Properties=species:S:1:pos:R:3:mulliken_charge:R:1
C 0.8502 -0.0176 0.2696 1.3147
C 1.7509 -0.7369 -0.7088 -1.3886
C 1.0215 -0.3936 1.7307 -1.3314
C -1.5476 1.5535 -1.1794 -1.1476
C -1.1422 1.0666 0.1921 1.1386
O 0.6254 1.2516 0.0165 -0.6491
C -0.8712 -0.6800 -0.0112 -0.7092
C -1.4430 -1.7417 -0.1900 -0.2578
O -1.5832 1.3882 1.2504 -0.5300
H 1.0480 -1.4724 1.8773 0.3331
H 1.9753 0.0423 2.0457 0.3924
H 2.7558 -0.3223 -0.5796 0.3987
H 1.7832 -1.8100 -0.5259 0.3433
H 1.4344 -0.5417 -1.7317 0.2947
H 0.2365 0.0525 2.3398 0.3319
H -0.9490 1.1049 -1.9641 0.3050
H -1.4167 2.6356 -1.1858 0.3376
H -2.6003 1.2998 -1.3115 0.3573
H -1.9280 -2.6785 -0.3343 0.4664
```

Calculated values
HOMO energy: -9.69 eV

=====

Which structure wins on stability? run Q wins.

=====

Run P
ORCA calculation (ωB97M-V/def2-TZVPD) on a cluster of 2 separate species, C7H10O2 in total.

Geometry as XYZ:
```
19
Properties=species:S:1:pos:R:3:mulliken_charge:R:1
O -1.9792 -1.8643 1.2443 -0.5369
C -2.7482 -1.7199 0.0542 -0.5515
H -2.5602 -2.2509 1.9324 0.2786
H -2.0761 -1.2843 -0.7042 0.2510
H -3.6073 -1.0423 0.1937 0.2646
H -3.1209 -2.6881 -0.3204 0.3029
O -0.7574 0.8392 1.3292 -0.5579
C 2.5663 0.9769 -1.1767 -0.5044
C 2.0184 2.1408 -0.6349 -0.3179
C 1.9911 -0.2562 -0.8744 -0.4618
C 0.9066 2.0780 0.2016 -0.4918
C 0.8774 -0.3281 -0.0374 -0.2359
C 0.3359 0.8404 0.5001 0.5403
H -1.0536 -0.0953 1.4524 0.2864
H 3.4429 1.0317 -1.8357 0.3351
H 2.4631 3.1178 -0.8661 0.3290
H 2.4112 -1.1801 -1.2933 0.3288
H 0.4647 2.9848 0.6352 0.3621
H 0.4255 -1.3003 0.1998 0.3795
```

Calculated values
HOMO energy: -8.33 eV
SMILES: Oc1ccccc1.CO

=====

Run Q
ORCA calculation (ωB97M-V/def2-TZVPD) on a structure of composition C7H10O2.

Geometry as XYZ:
```
19
Properties=species:S:1:pos:R:3:mulliken_charge:R:1
C -1.1288 0.6255 -0.1010 0.2644
C -1.7056 1.4613 -0.8796 -0.9182
C 0.5013 -1.3736 0.3006 -0.8887
C -0.4990 0.1223 2.0341 -0.5101
C 0.7505 -0.4580 1.4574 -0.0949
C 0.6192 -0.1252 -0.4614 1.1077
C 0.9854 -0.1042 -1.9354 -1.5212
O -1.5595 0.2040 1.1054 -0.4105
O 1.4093 0.4658 0.5095 -0.5332
H -2.6995 1.7733 -0.7886 0.3621
H -1.2483 1.6001 -1.8033 0.2588
H 1.2386 -2.1380 0.0795 0.3528
H -0.3744 -1.9519 0.1315 0.2870
H -0.8717 -0.5110 2.9314 0.3021
H -0.2051 1.1971 2.3600 0.2892
H 1.3900 -0.6022 2.2416 0.6153
H 1.7597 0.7311 -2.1142 0.3169
H 0.1837 0.0282 -2.6235 0.3653
H 1.4542 -0.9445 -2.4440 0.3553
```

Calculated values
HOMO energy: -8.67 eV

=====

Which structure wins on stability? run P wins.

=====

Run P
ORCA calculation (ωB97M-V/def2-TZVPD) on a cluster of 3 separate species, C4H7NO in total.

Geometry as XYZ:
```
13
Properties=species:S:1:pos:R:3:mulliken_charge:R:1
C -0.4345 -1.0628 -0.8828 -0.9861
C 0.2535 0.1092 -1.1636 -0.2116
C 0.0472 0.9439 1.3394 -0.3341
O -1.1736 0.8869 1.6045 -0.3079
C 1.6422 0.2987 -0.8865 0.3770
N 2.7718 0.5135 -0.7183 -0.4511
H -1.1677 -1.3968 -1.6174 0.3009
H 0.0574 -1.8509 -0.3274 0.4077
H -1.6227 -1.0525 0.5265 0.0028
H -0.0882 0.7349 -1.9914 0.3167
H 0.4893 1.9060 1.0894 0.3557
H 0.6999 0.1047 1.6077 0.4200
H -1.5461 -0.1793 1.3797 0.1100
```

Calculated values
HOMO energy (spin up / spin down): -8.53 / -8.53 eV

=====

Run Q
ORCA calculation (ωB97M-V/def2-TZVPD) on a cluster of 2 separate species, C4H7NO in total.

Geometry as XYZ:
```
13
Properties=species:S:1:pos:R:3:mulliken_charge:R:1
C 1.8755 0.3256 0.5522 -0.7620
O 0.6636 -0.2330 0.7998 -0.2444
C -0.1343 -0.7178 -0.0654 0.0721
C -1.5197 -1.0700 0.3333 -0.9795
C -0.0991 1.8847 -0.9886 0.2948
N -1.0324 2.1744 -1.6069 -0.4440
H 2.4331 0.4364 1.4740 0.2060
H 0.8195 1.6444 -0.3960 0.2170
H 2.3842 -0.0927 -0.3174 0.3116
H 0.2475 -0.8845 -1.0729 0.4589
H -1.7085 -2.1442 0.2165 0.2952
H -1.6950 -0.7890 1.3745 0.2833
H -2.2344 -0.5343 -0.3030 0.2908
```

Calculated values
HOMO energy (spin up / spin down): -7.97 / -7.82 eV

=====

Run R
ORCA calculation (ωB97M-V/def2-TZVPD) on a cluster of 2 separate species, C4H7NO in total.

Geometry as XYZ:
```
13
Properties=species:S:1:pos:R:3:mulliken_charge:R:1
C -2.1144 -0.3682 0.8370 -0.7469
C -0.8905 -0.0263 1.3494 -0.2291
N -0.0790 0.3250 0.3152 0.0279
C -0.7264 0.1939 -0.8672 -0.4994
C -1.9940 -0.3401 -0.5921 -0.1779
H -2.7654 -1.0427 1.3587 0.3258
H -0.5181 0.0336 2.3588 0.3678
H 0.8174 0.7351 0.4973 0.1960
H -0.4265 0.5772 -1.8290 0.3577
H -2.6863 -0.5086 -1.4003 0.3771
H 4.2283 -0.0144 -1.4015 0.3144
H 3.6498 0.2207 0.1637 0.3207
O 3.5049 0.2147 -0.7899 -0.6342
```

Calculated values
HOMO energy: -8.13 eV
SMILES: c1cc[nH]c1.O

=====

Run S
ORCA calculation (ωB97M-V/def2-TZVPD) on an isolated molecule of C4H7NO.

Geometry as XYZ:
```
13
Properties=species:S:1:pos:R:3:mulliken_charge:R:1
O -1.7228 -0.8208 0.8611 -0.5364
C -1.0649 -0.0410 -0.0970 -0.0321
C -0.2016 1.1808 0.2902 -0.4369
N 0.8734 0.7624 -0.6663 -0.4761
C 1.4240 -0.4534 -0.0876 -0.2599
C 0.1554 -0.5516 -0.8413 -0.1552
H -1.0560 -1.2688 1.3958 0.3380
H -1.8336 0.2587 -0.8140 0.3217
H 0.1278 1.1905 1.3367 0.2647
H -0.6147 2.1574 0.0316 0.2718
H 1.4823 -0.5329 0.9986 0.1773
H 2.3072 -0.8152 -0.6090 0.2413
H 0.1234 -1.0661 -1.7989 0.2819
```

Calculated values
HOMO energy: -9.55 eV
SMILES: O[C@H]1CN2C[C@@H]12

=====

Which structure wins on stability? run R wins.

=====

Run P
ORCA calculation (ωB97M-V/def2-TZVPD) on an isolated molecule of C4H7NO.

Geometry as XYZ:
```
13
Properties=species:S:1:pos:R:3:mulliken_charge:R:1
O 2.8950 -1.4403 -0.2797 -0.5593
C 1.8849 -0.8251 -0.5491 0.0431
N 1.0190 -0.3106 0.3703 -0.2139
C -0.0444 0.5809 0.0162 -0.0083
C -1.2884 0.5556 0.8514 -0.6514
C -1.3169 0.0045 -0.5431 -0.5007
H 1.5574 -0.6260 -1.5883 0.3115
H 1.3225 -0.3592 1.3342 0.2399
H 0.2660 1.5531 -0.3653 0.3318
H -1.3210 -0.1535 1.6737 0.2763
H -1.7797 1.5037 1.0482 0.2347
H -1.8343 0.5655 -1.3153 0.2372
H -1.3595 -1.0752 -0.6508 0.2591
```

Calculated values
HOMO energy: -9.74 eV
SMILES: O=CNC1CC1

=====

Run Q
ORCA calculation (ωB97M-V/def2-TZVPD) on an isolated molecule of C4H7NO.

Geometry as XYZ:
```
13
Properties=species:S:1:pos:R:3:mulliken_charge:R:1
C 0.9046 -1.2678 0.5740 -1.4110
C 0.2051 -0.2667 -0.3042 0.3212
C -1.2664 0.1512 -0.1357 -0.4609
C -0.7223 1.5690 0.0478 0.4219
O -1.2012 2.6506 0.2422 -0.5344
N 0.6354 1.1368 -0.1036 -0.4989
H 1.9882 -1.1177 0.4847 0.3201
H 0.6383 -1.1720 1.6290 0.3186
H 0.6572 -2.2695 0.2155 0.3395
H 0.4391 -0.5188 -1.3497 0.3716
H -1.8232 0.0762 -1.0755 0.2041
H -1.8430 -0.2786 0.6813 0.2837
H 1.0160 1.2672 -1.0276 0.3246
```

Calculated values
HOMO energy: -9.76 eV
SMILES: C[C@H]1CC(=O)N1

=====

Run R
ORCA calculation (ωB97M-V/def2-TZVPD) on an isolated molecule of C4H7NO.

Geometry as XYZ:
```
13
Properties=species:S:1:pos:R:3:mulliken_charge:R:1
C 0.3286 0.3404 -0.9387 0.5440
C 1.0190 0.6307 0.3429 0.0875
C 1.3961 -0.4399 1.2999 -0.8304
C -1.9578 -0.1679 -0.9166 -0.7062
N -0.6466 0.0539 -1.6525 -0.5806
O 1.5963 0.7424 -0.9924 -0.4462
H 0.7481 1.6228 0.7409 0.3538
H 0.4292 -0.9829 1.3865 0.2221
H 1.8739 0.0129 2.2811 0.2601
H 2.1683 -1.1583 0.8124 0.2624
H -2.6173 0.5550 -1.2753 0.3166
H -2.3701 -1.1636 -1.2834 0.2495
H -1.9677 -0.0455 0.1950 0.2675
```

Calculated values
HOMO energy: -9.51 eV
SMILES: C/N=C1/O[C@@H]1C

=====

Run S
ORCA calculation (ωB97M-V/def2-TZVPD) on a cluster of 2 separate species, C4H7NO in total.

Geometry as XYZ:
```
13
Properties=species:S:1:pos:R:3:mulliken_charge:R:1
O 1.8492 0.8662 0.3466 -0.5245
C 1.0607 0.2260 -0.5983 -0.1391
C 0.7561 -1.2533 -0.4136 -0.7560
C -1.5628 -0.4575 0.3773 -0.5444
N -0.8101 -0.0676 1.3056 -0.4761
C -0.2643 -0.2400 -0.1234 0.8998
H 1.3682 0.8293 1.1873 0.3668
H 1.2836 0.5796 -1.6013 0.3335
H 1.1269 -1.7777 0.4605 0.2969
H 0.5327 -1.8426 -1.3009 0.2631
H -2.4490 -1.0547 0.2309 0.2720
H -1.5530 2.0854 0.4225 0.0353
H -1.3658 2.1525 -0.2917 -0.0274
```

Calculated values
HOMO energy: -9.26 eV
SMILES: O[C@H]1C[C@]12C=N2.[H][H]

=====

Which structure wins on stability? run P wins.

=====

Run P
ORCA calculation (ωB97M-V/def2-TZVPD) on an isolated molecule of C4H7NO.

Geometry as XYZ:
```
13
Properties=species:S:1:pos:R:3:mulliken_charge:R:1
C -1.0774 1.0071 -0.2356 -1.2538
C 0.3823 0.6300 -0.5109 0.0854
C 0.8778 -0.0631 0.7790 -0.4896
N -0.0754 -1.1891 0.5343 -0.2132
C -0.0036 -0.7216 -1.0094 0.2190
O -0.1906 -1.4055 -1.9543 -0.4805
H -1.1308 1.7742 0.5481 0.2541
H -1.5771 1.3500 -1.1437 0.1801
H -1.0313 -0.7147 0.6574 0.4216
H 1.0932 1.2498 -1.0732 0.4089
H 0.6867 0.4613 1.7159 0.2891
H 1.9033 -0.4353 0.7254 0.3000
H 0.1186 -2.1381 0.8495 0.2790
```

Calculated values
HOMO energy: -6.90 eV

=====

Run Q
ORCA calculation (ωB97M-V/def2-TZVPD) on an isolated molecule of C4H7NO.

Geometry as XYZ:
```
13
Properties=species:S:1:pos:R:3:mulliken_charge:R:1
C 0.2212 1.8351 0.8384 -0.3920
N -0.4173 0.7331 1.5098 -0.6088
C 0.8162 0.4714 0.7586 0.1814
C 0.8326 -0.1848 -0.5453 -0.4531
C -0.5090 -1.7351 -1.2907 -0.5909
O -0.4378 -0.3440 -0.9656 -0.1923
H -0.2237 2.2253 -0.0750 0.2217
H 0.7341 2.5520 1.4693 0.2585
H -1.2058 0.4078 0.9492 0.3178
H 1.6882 0.2236 1.3552 0.4097
H 0.5367 -2.0557 -1.3294 0.3885
H -1.0210 -1.9181 -2.2301 0.2310
H -1.0142 -2.2106 -0.4445 0.2285
```

Calculated values
HOMO energy: -8.48 eV

=====

Which structure wins on stability? run P wins.

=====

Run P
ORCA calculation (ωB97M-V/def2-TZVPD) on an isolated molecule of C4H7NO.

Geometry as XYZ:
```
13
Properties=species:S:1:pos:R:3:mulliken_charge:R:1
C -1.0774 1.4821 -0.7360 -0.8325
C -0.9185 0.0165 -0.4136 0.5216
O -1.6037 -0.8435 -0.9287 -0.5711
N -0.0356 -0.3015 0.6098 -0.1672
C 1.4051 -0.2439 0.6787 -0.2913
C 0.6683 -1.5473 0.6233 -0.4406
H -1.1534 1.5970 -1.8198 0.2828
H -2.0234 1.8230 -0.3026 0.2433
H -0.2665 2.0991 -0.3427 0.3143
H 1.8081 0.1041 1.6284 0.2260
H 1.9773 0.0663 -0.1961 0.2458
H 0.5371 -2.1526 1.5157 0.2372
H 0.6826 -2.0991 -0.3164 0.2315
```

Calculated values
HOMO energy: -9.68 eV
SMILES: CC(=O)N1CC1

=====

Run Q
ORCA calculation (ωB97M-V/def2-TZVPD) on an isolated molecule of C4H7NO.

Geometry as XYZ:
```
13
Properties=species:S:1:pos:R:3:mulliken_charge:R:1
C 1.8049 0.0646 0.7247 -0.5921
O 1.0157 -0.5859 -0.2885 -0.3332
C -0.3125 0.2485 -0.7717 -0.3882
C -1.3059 -0.5610 -0.0842 -0.7740
C -1.8858 -0.0250 1.1050 0.3974
N -2.3201 0.4091 2.0931 -0.5076
H 2.3134 0.9199 0.2748 0.2887
H 1.1641 0.3913 1.5524 0.3194
H 2.5441 -0.6560 1.0770 0.2306
H -0.1222 1.2625 -0.4168 0.3545
H -0.2460 0.1558 -1.8538 0.1916
H 0.1644 -1.1660 0.1596 0.4494
H -1.9485 -1.1974 -0.6859 0.3634
```

Calculated values
HOMO energy: -8.46 eV

=====

Run R
ORCA calculation (ωB97M-V/def2-TZVPD) on an isolated molecule of C4H7NO.

Geometry as XYZ:
```
13
Properties=species:S:1:pos:R:3:mulliken_charge:R:1
O -2.1137 -1.1262 0.2912 -0.5265
C -1.1008 -0.4531 -0.3152 0.0301
C 0.1573 1.6458 0.3525 -0.5488
N 0.8832 1.2155 -0.5962 -0.4499
C 1.3859 -0.1178 -0.3106 -0.3504
C 0.1431 -0.9651 -0.4401 -0.6072
H -1.6893 -1.6637 0.9729 0.3455
H -1.4607 0.4796 -0.7357 0.4404
H 0.1351 1.1890 1.3551 0.3176
H -0.5416 2.4632 0.1796 0.4155
H 1.7689 -0.2099 0.7301 0.2032
H 2.2051 -0.4123 -0.9750 0.3317
H 0.2276 -2.0450 -0.5086 0.3988
```

Calculated values
HOMO energy: -8.62 eV
SMILES: C=NC/C=C/O

=====

Run S
ORCA calculation (ωB97M-V/def2-TZVPD) on an isolated molecule of C4H7NO.

Geometry as XYZ:
```
13
Properties=species:S:1:pos:R:3:mulliken_charge:R:1
O 1.8364 0.3759 0.4744 -0.5906
C 0.8943 0.2090 -0.6018 -0.0872
C 0.2993 -1.1759 -0.2718 -0.8513
C -1.0670 -0.4751 0.0153 -0.0684
N -0.7855 0.5173 1.0613 -0.6330
C -0.4956 0.8463 -0.3447 -0.3212
H 1.2877 0.6193 1.2485 0.3829
H 1.3995 0.4082 -1.5509 0.4278
H 1.0769 -1.1560 0.5482 0.3438
H 0.2632 -2.0069 -0.9921 0.3127
H -2.1004 -0.8098 -0.1371 0.4107
H -1.6362 0.9931 1.3479 0.2330
H -0.9387 1.7342 -0.7951 0.4407
```

Calculated values
HOMO energy: -9.42 eV
SMILES: O[C@H]1C[C@H]2N[C@@H]12

=====

Which structure wins on stability? run P wins.